(1)
Below is a 9-piece molecular cluster, C18H54O9S4 overall, with properties calculated with ωB97M-V with the def2-TZVPD basis set.

Each line ends with the Löwdin charge.
CARTESIAN COORDINATES (ANGSTROEM)
C (30.8440, 50.1550, 49.8230)  -0.07
C (29.7790, 50.7040, 48.8710)  -0.31
O (30.3250, 51.7660, 48.1250)  -0.15
H (31.8640, 49.7850, 49.2060)  0.14
H (30.3680, 49.3420, 50.5380)  0.11
H (31.2090, 50.7280, 50.4270)  -0.05
H (29.0850, 51.1260, 49.6150)  0.11
H (29.2360, 49.9890, 48.0820)  0.12
H (29.6190, 52.1020, 47.4670)  0.12
C (32.3130, 46.3140, 44.4590)  -0.04
C (31.3780, 46.4180, 43.2460)  -0.29
O (30.5220, 45.2980, 43.2620)  -0.08
H (33.0730, 47.0470, 44.4540)  0.07
H (32.8700, 45.4810, 44.3820)  0.04
H (31.9890, 46.3120, 45.4330)  0.03
H (31.8390, 46.5200, 42.4620)  0.01
H (30.7870, 47.4690, 43.1070)  0.15
H (29.8620, 45.5560, 42.5800)  0.10
C (31.1820, 46.9320, 49.0520)  -0.08
C (32.2360, 45.9640, 48.5630)  -0.37
O (33.2320, 46.5850, 47.9070)  -0.06
H (30.9870, 47.8510, 48.4050)  0.06
H (31.5970, 47.3290, 49.9480)  -0.02
H (30.2590, 46.3870, 48.9710)  0.06
H (31.7250, 45.2080, 47.9530)  0.11
H (32.4960, 45.3560, 49.2910)  0.05
H (34.1980, 46.3300, 48.1950)  0.13
C (35.1030, 42.1420, 52.9760)  -0.06
C (34.0460, 43.2290, 52.9850)  -0.26
O (33.2160, 43.1690, 51.7500)  -0.07
H (35.7590, 42.2380, 53.9130)  0.11
H (35.6550, 41.8920, 52.2430)  -0.02
H (34.4600, 41.2880, 53.2240)  0.09
H (34.5150, 44.3360, 53.2740)  0.15
H (33.5360, 43.1330, 53.7650)  0.01
H (32.5660, 43.8060, 51.8060)  -0.05
C (36.4320, 45.8180, 50.7660)  -0.06
C (35.5420, 44.6350, 50.2400)  -0.31
O (35.3750, 44.7330, 48.8680)  -0.04
H (36.8550, 45.8520, 51.7800)  0.08
H (35.7890, 46.6570, 50.7480)  0.05
H (37.2910, 45.7750, 50.2870)  0.01
H (34.5490, 44.8300, 50.7500)  0.10
H (35.9930, 43.6980, 50.6820)  0.13
H (35.4790, 43.8230, 48.6480)  0.09
C (26.6420, 47.2600, 45.2480)  -0.29
S (27.5520, 48.7640, 45.8900)  0.82
O (26.8070, 49.2270, 47.1720)  -0.58
C (28.8650, 47.7020, 46.4240)  -0.32
H (27.1710, 46.6110, 44.5690)  0.01
H (25.6820, 47.6260, 44.5840)  0.09
H (25.9830, 46.7640, 46.2140)  0.13
H (29.3480, 47.0350, 45.5810)  0.09
H (28.3550, 46.9470, 46.9440)  -0.01
H (29.7980, 48.2200, 46.8760)  0.05
C (28.0950, 44.2170, 48.2450)  -0.23
S (29.0780, 44.1060, 46.7170)  0.81
O (29.9060, 42.8350, 46.8670)  -0.55
C (27.7260, 43.7450, 45.6120)  -0.26
H (27.6970, 43.2130, 48.5490)  0.09
H (27.3930, 44.9520, 47.9790)  0.01
H (28.8090, 44.5630, 48.9470)  0.02
H (26.8730, 44.3580, 45.8070)  0.03
H (27.3710, 42.7570, 45.6600)  0.05
H (28.1020, 43.8340, 44.6400)  0.03
C (32.2360, 52.2120, 44.7130)  -0.22
S (31.1900, 50.7910, 45.2010)  0.85
O (31.0820, 49.7850, 44.0290)  -0.59
C (32.3600, 49.9410, 46.3250)  -0.23
H (32.5200, 52.5060, 45.7990)  0.09
H (31.7360, 53.1200, 44.4220)  0.05
H (32.8970, 51.8820, 44.0640)  -0.01
H (32.5320, 50.5680, 47.1520)  0.02
H (33.3500, 50.0660, 45.9030)  0.06
H (32.2080, 48.9100, 46.4100)  0.02
C (33.1080, 46.9500, 53.6990)  -0.26
S (32.0530, 46.8940, 52.2520)  0.88
O (31.9240, 45.3650, 52.0800)  -0.53
C (30.6460, 47.4600, 53.1560)  -0.28
H (32.7590, 46.2750, 54.5150)  0.09
H (33.1030, 48.0610, 54.0600)  0.09
H (34.0600, 46.8040, 53.3320)  -0.01
H (29.8990, 47.7640, 52.4030)  0.04
H (30.8870, 48.4310, 53.5630)  0.05
H (30.0830, 46.7220, 53.7840)  0.09

Computed properties:
Relative energy (zero: lowest compared OMol25 entry of this formula, charge and spin)   1.610 eV
E_LUMO   0.3 eV
Total charge   0
Kohn-Sham gap   8.942 eV
HOMO level   -8.7 eV

---

(2)
Below is a 9-piece molecular cluster, C40H105N7O12 overall, with properties calculated with ωB97M-V with the def2-TZVPD basis set.

Each line ends with the Löwdin charge.
CARTESIAN COORDINATES (ANGSTROEM)
C (-10.7157, 9.8688, 29.7144)  -0.06
C (-11.5419, 10.9399, 30.4283)  -0.53
C (-10.7760, 11.6469, 31.5307)  -0.06
O (-12.0419, 11.8906, 29.5275)  -0.07
H (-10.2966, 9.1332, 30.4032)  0.09
H (-9.8958, 10.3058, 29.1358)  0.05
H (-11.3377, 9.3190, 29.0030)  0.07
H (-12.3127, 10.3432, 30.9457)  0.13
H (-11.4226, 12.3326, 32.0864)  0.07
H (-10.0384, 12.2751, 31.0212)  0.08
H (-10.3313, 11.0367, 32.3153)  0.08
H (-12.2102, 11.4375, 28.6725)  0.03
C (-10.4469, 7.9053, 22.1190)  -0.06
C (-9.3993, 7.5512, 21.0630)  -0.47
C (-10.0062, 7.6897, 19.6669)  -0.05
O (-8.3381, 8.4861, 21.2063)  -0.07
H (-10.8446, 8.9064, 21.9694)  0.05
H (-10.0289, 7.8597, 23.1274)  0.05
H (-11.2809, 7.2036, 22.1976)  0.09
H (-9.0291, 6.5283, 21.1996)  0.13
H (-9.2834, 7.3207, 18.9348)  0.08
H (-10.3017, 8.7183, 19.4637)  0.07
H (-10.9062, 7.0731, 19.6090)  0.08
H (-7.8019, 8.4589, 20.4061)  0.09
C (-12.9395, 10.3084, 20.7544)  -0.12
O (-12.2528, 11.4492, 20.3214)  -0.18
C (-11.0073, 11.5924, 20.9886)  -0.21
C (-10.3570, 12.8645, 20.4041)  -0.20
N (-9.3131, 13.3932, 21.2552)  -0.05
C (-8.0752, 12.5881, 21.2558)  -0.18
C (-7.4624, 12.4139, 19.8728)  -0.23
O (-7.2882, 13.6648, 19.2569)  -0.18
C (-7.2495, 13.6374, 17.8475)  -0.10
H (-13.1187, 10.2914, 21.8338)  0.07
H (-12.4159, 9.3853, 20.4802)  0.07
H (-13.9076, 10.2031, 20.2635)  0.09
H (-10.3889, 10.7481, 20.6574)  0.10
H (-11.0920, 11.6369, 22.0775)  0.12
H (-11.1879, 13.5724, 20.3557)  0.12
H (-10.0433, 12.6078, 19.3858)  0.11
H (-9.1323, 14.3355, 20.9353)  0.10
H (-8.2166, 11.6521, 21.7985)  0.09
H (-7.4299, 13.1489, 21.9385)  0.10
H (-8.0255, 11.6885, 19.2786)  0.12
H (-6.4545, 12.0017, 20.0288)  0.11
H (-8.2554, 13.6933, 17.4180)  0.09
H (-6.7855, 12.6993, 17.5210)  0.09
H (-6.6504, 14.4734, 17.4927)  0.09
C (-7.2489, 5.5328, 24.2115)  -0.10
O (-7.4535, 6.0152, 25.5183)  -0.20
C (-8.3300, 7.1273, 25.6421)  -0.21
C (-8.9648, 7.1628, 27.0282)  -0.17
N (-7.9219, 6.9088, 28.0545)  -0.05
C (-6.8888, 7.9344, 28.1665)  -0.20
C (-7.4403, 9.3347, 28.4363)  -0.25
O (-6.3931, 10.2658, 28.3700)  -0.17
C (-6.8512, 11.5904, 28.5353)  -0.10
H (-6.9604, 6.2702, 23.4568)  0.08
H (-8.1699, 5.0346, 23.8861)  0.09
H (-6.4669, 4.7759, 24.2438)  0.09
H (-9.1135, 7.0291, 24.8796)  0.11
H (-7.7851, 8.0412, 25.3945)  0.09
H (-9.6751, 6.3467, 27.1825)  0.12
H (-9.5014, 8.0937, 27.2105)  0.09
H (-7.4159, 6.1412, 27.6197)  0.09
H (-6.1990, 8.0012, 27.3146)  0.11
H (-6.2813, 7.6579, 29.0313)  0.12
H (-7.9752, 9.3573, 29.3931)  0.12
H (-8.1892, 9.5903, 27.6725)  0.09
H (-7.7109, 11.7700, 27.8764)  0.08
H (-6.0298, 12.2520, 28.2760)  0.08
H (-7.2280, 11.8051, 29.5404)  0.09
C (1.3310, 9.0100, 21.8612)  -0.12
O (0.0628, 8.8360, 21.2831)  -0.18
C (-0.3404, 9.9683, 20.5704)  -0.25
C (-1.7648, 9.8266, 20.0481)  -0.20
N (-2.6897, 10.1240, 21.1478)  -0.07
C (-4.0837, 9.9402, 20.7996)  -0.21
C (-4.9361, 9.8592, 22.0623)  -0.24
O (-4.5585, 8.7637, 22.8588)  -0.15
C (-5.2369, 8.7841, 24.0833)  -0.12
H (1.7127, 8.1307, 22.3758)  0.09
H (1.3074, 9.8362, 22.5785)  0.09
H (2.0750, 9.2322, 21.0855)  0.09
H (0.2972, 10.0200, 19.6686)  0.12
H (-0.2262, 10.9233, 21.0942)  0.13
H (-1.9753, 8.8069, 19.6951)  0.12
H (-1.9497, 10.5090, 19.2165)  0.12
H (-2.3830, 9.6205, 21.9697)  0.11
H (-4.2127, 9.1074, 20.0963)  0.12
H (-4.4217, 10.8665, 20.3185)  0.10
H (-5.9779, 9.7416, 21.7274)  0.10
H (-4.9072, 10.8229, 22.5829)  0.12
H (-5.0244, 7.8554, 24.6135)  0.09
H (-6.3289, 8.8540, 24.0029)  0.06
H (-4.9788, 9.5991, 24.7716)  0.09
C (-3.4593, 15.2610, 24.8331)  -0.07
C (-3.7153, 13.9082, 25.5262)  -0.42
C (-5.1199, 13.4510, 25.2311)  -0.23
O (-6.0327, 14.4351, 25.6574)  -0.19
C (-7.3440, 14.2544, 25.1581)  -0.09
N (-2.7627, 12.9338, 24.9983)  0.03
H (-3.9282, 16.1437, 25.2786)  0.07
H (-3.7899, 15.2627, 23.7922)  0.08
H (-2.3919, 15.4855, 24.8983)  0.07
H (-3.5377, 14.0460, 26.5933)  0.14
H (-5.3243, 12.4775, 25.7013)  0.12
H (-5.2675, 13.2657, 24.1557)  0.12
H (-7.9314, 15.1054, 25.4912)  0.09
H (-7.7366, 13.2904, 25.4950)  0.07
H (-7.3830, 14.2624, 24.0624)  0.07
H (-1.8106, 13.2791, 24.9549)  0.07
H (-2.9404, 12.7622, 24.0092)  0.07
C (-12.7418, 9.6385, 24.7528)  -0.03
C (-11.9614, 9.9276, 26.0516)  -0.40
C (-10.6031, 10.5648, 25.7916)  -0.18
O (-9.9649, 9.8649, 24.7500)  -0.21
C (-8.7881, 10.3839, 24.2391)  -0.12
N (-12.7551, 10.7668, 26.9578)  0.06
H (-13.7114, 9.2075, 25.0016)  0.06
H (-12.2299, 8.9593, 24.0724)  0.06
H (-12.9365, 10.5982, 24.2633)  0.07
H (-11.7742, 8.9266, 26.4631)  0.13
H (-9.9755, 10.5942, 26.6884)  0.11
H (-10.7749, 11.5776, 25.3989)  0.12
H (-8.5433, 9.8142, 23.3410)  0.07
H (-7.9461, 10.3037, 24.9490)  0.08
H (-8.8957, 11.4627, 24.0330)  0.08
H (-12.8781, 11.6012, 26.3497)  0.04
H (-13.7108, 10.4123, 27.0541)  0.05
C (-13.8452, 13.6284, 23.4583)  -0.05
C (-13.9796, 13.9628, 24.9276)  -0.41
C (-15.1559, 13.2276, 25.5372)  -0.22
O (-16.3204, 13.4293, 24.7678)  -0.19
C (-17.5173, 13.0499, 25.3943)  -0.11
N (-12.7836, 13.5219, 25.6582)  0.04
H (-14.2558, 12.6380, 23.2314)  0.08
H (-12.8390, 13.5531, 23.0379)  0.07
H (-14.4185, 14.3239, 22.8470)  0.08
H (-14.1616, 15.0417, 25.0092)  0.14
H (-15.3077, 13.5820, 26.5660)  0.12
H (-14.9408, 12.1525, 25.5589)  0.12
H (-17.6284, 13.5095, 26.3811)  0.09
H (-17.5860, 11.9557, 25.4694)  0.09
H (-18.3225, 13.3522, 24.7250)  0.09
H (-11.9579, 13.7601, 25.1221)  0.08
H (-12.6954, 13.9429, 26.5767)  0.09
C (-15.9863, 7.5863, 25.9584)  -0.07
C (-15.3106, 7.4955, 27.3134)  -0.43
C (-15.8132, 8.5225, 28.3388)  -0.20
O (-15.3445, 9.7916, 27.9329)  -0.23
C (-15.8366, 10.8311, 28.7396)  -0.11
N (-15.5290, 6.1284, 27.8148)  0.03
H (-15.9622, 8.5821, 25.5140)  0.07
H (-17.0233, 7.2509, 26.0146)  0.08
H (-15.4478, 6.9328, 25.2709)  0.08
H (-14.2344, 7.6417, 27.2001)  0.13
H (-15.4120, 8.3055, 29.3375)  0.13
H (-16.9079, 8.4740, 28.4202)  0.13
H (-16.9356, 10.8483, 28.7293)  0.09
H (-15.5294, 11.8167, 28.3987)  0.08
H (-15.5866, 10.7320, 29.8012)  0.09
H (-15.0110, 5.9944, 28.6762)  0.07
H (-16.5073, 5.9708, 28.0300)  0.07

Computed properties:
Relative energy (zero: lowest compared OMol25 entry of this formula, charge and spin)   0.000 eV
E_LUMO   0.5 eV
Total charge   0
Kohn-Sham gap   9.111 eV
SMILES   COC[C@H](C)N.COC[C@H](C)N.COC[C@H](C)N.COC[C@H](C)N.COCCNCCOC.COCCNCCOC.COCCNCCOC.CC(C)O.CC(C)O
HOMO level   -8.6 eV

---

- Which formula does entry 2 have?
  C40H105N7O12

---

- Which of these has the highest E_LUMO?
  C40H105N7O12